C31H20Cl2MnN5O2S2 as an isolated structure at a distorted geometry. Source: OMol25; level of theory: ωB97M-V/def2-TZVPD.

Values from the calculation:
- HOMO energy (alpha / beta): -16.6 / -16.6 eV
- Charge: +3
- ⟨S²⟩: 3.8424
- Multiplicity: 4

Geometry as XYZ:
```
63
Properties=species:S:1:pos:R:3:mulliken_charge:R:1
Mn 0.839 -1.462 -0.727 0.24
Cl 1.887 -6.440 4.338 -0.03
C 1.393 -5.425 3.087 0.26
C 0.120 -5.586 2.516 -0.59
C -0.297 -4.769 1.495 0.33
Cl -1.828 -4.959 0.795 -0.08
C 0.561 -3.715 1.002 0.24
O 0.176 -2.947 0.075 -0.35
C 1.875 -3.589 1.584 0.64
C 2.779 -2.614 1.048 -0.26
O 2.482 -1.794 0.162 -0.70
C 2.269 -4.429 2.610 -0.81
H -0.537 -6.364 2.885 0.51
H 3.805 -2.604 1.429 0.54
H 3.256 -4.320 3.045 0.51
S -1.034 2.824 -6.496 0.27
N 0.290 2.831 -5.594 -0.62
C 0.159 1.874 -4.697 0.81
C 1.120 1.524 -3.683 0.13
C 2.361 2.150 -3.507 -0.64
C 3.193 1.703 -2.502 -0.92
C 2.782 0.652 -1.688 -0.17
N 1.604 0.049 -1.837 -0.29
C 0.782 0.474 -2.826 0.15
C -0.466 -0.240 -2.951 0.69
N -0.661 -1.247 -2.065 0.01
C -1.785 -1.957 -2.137 0.14
C -2.767 -1.701 -3.087 -0.89
C -2.586 -0.676 -3.992 -0.52
C -1.407 0.081 -3.931 0.17
C -1.080 1.168 -4.817 0.79
N -1.832 1.622 -5.801 -0.62
H 2.641 2.963 -4.165 0.62
H 4.161 2.153 -2.337 0.49
H 3.420 0.290 -0.893 0.47
H -1.909 -2.752 -1.413 0.27
H -3.660 -2.309 -3.106 0.49
H -3.324 -0.441 -4.749 0.62
N 0.067 -0.211 0.501 0.33
S 0.064 1.442 0.575 0.49
C -1.656 1.833 0.870 0.46
C -2.341 2.478 -0.151 -0.36
C -3.681 2.779 0.037 -0.69
C -4.309 2.431 1.224 -0.51
C -3.606 1.785 2.237 -0.77
C -2.265 1.484 2.069 -0.32
C 0.808 1.868 2.163 0.35
C 1.631 0.959 2.808 -0.18
C 2.233 1.337 4.000 -0.59
C 2.021 2.609 4.516 -0.56
C 1.207 3.511 3.845 -0.70
C 0.592 3.147 2.656 -0.37
H -0.491 -0.600 1.254 0.25
H -1.827 2.749 -1.066 0.51
H -4.227 3.299 -0.739 0.46
H -5.355 2.671 1.367 0.44
H -4.100 1.533 3.165 0.45
H -1.706 1.014 2.871 0.42
H 1.795 -0.020 2.385 0.21
H 2.873 0.642 4.526 0.42
H 2.496 2.899 5.443 0.43
H 1.048 4.504 4.243 0.43
H -0.050 3.843 2.131 0.50
```


C52H48BrCl5CrN9O3P2Se2 as an isolated structure at a distorted geometry. Source: OMol25; level of theory: ωB97M-V/def2-TZVPD.

Values from the calculation:
- HOMO energy (alpha / beta): -7.6 / -7.6 eV
- Charge: 0
- ⟨S²⟩: 3.7996
- Energy above the lowest of the compared OMol25 structures with the same formula, charge and spin: 143.1 kJ/mol
- Multiplicity: 4

Geometry as XYZ:
```
123
Properties=species:S:1:pos:R:3:mulliken_charge:R:1
Cr -0.155 0.909 -0.315 -0.86
C 4.308 0.323 2.420 -0.97
N 3.790 -0.535 1.372 0.02
C 4.621 -1.686 1.043 -0.91
C 3.905 -2.279 -0.157 -0.40
N 2.566 -1.755 0.008 0.82
C 1.533 -2.279 -0.848 -0.71
C 2.534 -0.664 0.819 -0.23
N 1.472 0.078 1.014 1.03
C 1.498 1.010 2.139 -1.79
C 0.105 1.340 2.627 -1.02
N -0.774 1.747 1.528 0.71
C -1.632 2.696 1.734 -0.54
N -1.787 3.506 2.832 0.07
C -1.643 3.196 4.245 -1.09
C -2.624 4.657 2.509 -0.71
C -2.868 4.491 1.006 -0.72
N -2.522 3.099 0.729 0.98
C -3.662 2.190 0.566 -0.76
H 5.394 0.318 2.335 0.33
H 4.059 -0.038 3.424 0.33
H 3.981 1.350 2.308 0.33
H 4.662 -2.387 1.884 0.34
H 5.633 -1.361 0.805 0.49
H 3.887 -3.369 -0.142 0.35
H 4.333 -1.938 -1.104 -0.01
H 1.260 -3.295 -0.540 0.55
H 1.881 -2.319 -1.882 0.19
H 0.662 -1.652 -0.819 -0.44
H 2.012 1.939 1.868 0.39
H 2.004 0.579 3.002 0.57
H 0.220 2.129 3.364 0.66
H -0.313 0.451 3.091 0.10
H -0.839 3.774 4.707 0.33
H -1.464 2.140 4.407 0.42
H -2.576 3.454 4.751 0.34
H -2.101 5.588 2.735 0.36
H -3.547 4.629 3.096 0.44
H -2.208 5.141 0.426 0.27
H -3.896 4.702 0.720 0.44
H -4.316 2.184 1.450 0.36
H -3.296 1.183 0.378 -0.08
H -4.237 2.505 -0.302 0.37
Se -1.921 -4.046 5.147 -0.31
P -2.085 -4.728 3.175 0.10
C -1.013 -6.171 2.987 0.53
C 0.215 -6.054 2.349 -0.12
C 1.137 -7.089 2.428 -0.68
C 0.835 -8.238 3.143 -0.51
C -0.383 -8.348 3.802 -0.81
C -1.297 -7.311 3.742 -0.44
C -3.832 -5.073 2.800 0.88
C -4.691 -3.977 2.885 -0.77
C -6.051 -4.141 2.687 -0.62
C -6.566 -5.402 2.412 -0.63
C -5.721 -6.499 2.367 -0.64
C -4.356 -6.340 2.572 -0.14
C -1.602 -3.415 1.967 0.19
C -1.690 -3.026 0.603 -0.05
N -1.380 -1.660 0.701 1.55
N -1.087 -1.303 1.936 -0.22
N -1.230 -2.316 2.691 -1.00
P -1.937 -3.750 -1.122 1.47
Se -0.815 -3.205 -2.854 -0.16
C -1.684 -5.569 -1.018 0.50
C -2.713 -6.408 -0.623 -0.56
C -2.560 -7.787 -0.678 -0.75
C -1.379 -8.338 -1.142 -0.68
C -0.349 -7.505 -1.560 -0.79
C -0.499 -6.130 -1.495 -0.50
C -3.727 -3.641 -1.376 -0.22
C -4.570 -2.950 -0.517 0.16
C -5.922 -2.841 -0.814 -0.99
C -6.427 -3.417 -1.970 -0.60
C -5.585 -4.124 -2.822 -0.77
C -4.236 -4.235 -2.528 -0.54
H 0.459 -5.148 1.809 0.33
H 2.096 -6.995 1.934 0.45
H 1.555 -9.045 3.202 0.40
H -0.606 -9.231 4.389 0.41
H -2.218 -7.357 4.313 0.56
H -4.285 -3.001 3.128 0.41
H -6.713 -3.286 2.754 0.46
H -7.629 -5.532 2.246 0.40
H -6.122 -7.487 2.172 0.42
H -3.703 -7.201 2.555 0.36
H -3.653 -5.978 -0.317 0.46
H -3.377 -8.436 -0.379 0.45
H -1.260 -9.415 -1.185 0.41
H 0.569 -7.925 -1.955 0.45
H 0.289 -5.484 -1.855 0.31
H -4.173 -2.499 0.386 0.39
H -6.579 -2.296 -0.147 0.45
H -7.476 -3.310 -2.215 0.42
H -5.980 -4.576 -3.723 0.42
H -3.568 -4.771 -3.192 0.44
O -2.208 -0.935 -1.220 -0.09
C -1.459 -0.618 -0.342 -0.31
Cl -3.126 1.377 -2.843 -0.25
C -1.941 2.596 -2.528 0.13
C -0.958 2.384 -1.562 -0.46
C 0.005 3.380 -1.498 1.44
Cl 1.320 3.005 -0.412 -0.31
C 0.010 4.554 -2.230 -0.05
Cl 1.268 5.712 -2.030 -0.21
C -1.031 4.763 -3.125 0.51
Cl -1.097 6.218 -4.042 -0.21
C -1.996 3.769 -3.284 0.17
Cl -3.262 4.011 -4.428 -0.18
Br 4.125 -1.318 -3.933 -0.15
C 2.610 -0.557 -4.792 0.00
C 2.511 -0.729 -6.164 -0.63
C 1.403 -0.242 -6.839 -0.54
C 0.393 0.404 -6.142 -0.98
C 0.498 0.563 -4.771 0.09
C 1.608 0.092 -4.071 0.20
C 1.650 0.339 -2.585 0.34
O 2.688 0.613 -2.000 -0.54
O 0.481 0.218 -2.026 -0.14
H 3.302 -1.235 -6.701 0.42
H 1.328 -0.378 -7.911 0.38
H -0.480 0.782 -6.661 0.43
H -0.291 1.049 -4.212 0.37
```


An isolated ion of composition C4H6F10PS3 and charge +1 at a distorted geometry. Source: OMol25; level of theory: ωB97M-V/def2-TZVPD.

Values from the calculation:
- HOMO energy: -13.9 eV
- Charge: +1
- Multiplicity: 1

Geometry as XYZ:
```
24
Properties=species:S:1:pos:R:3:mulliken_charge:R:1
F -1.423 -0.049 3.254 -0.12
S -1.986 -0.547 1.894 0.39
C -0.638 -0.201 0.714 -0.51
C -0.445 1.321 0.711 -1.24
C 0.731 1.886 -0.103 0.83
F 1.538 2.488 0.802 -0.33
F 0.339 2.868 -0.883 -0.29
C 1.676 0.910 -0.851 0.39
F 2.182 -0.017 -0.069 -0.27
F 2.713 1.629 -1.200 -0.26
S 1.036 0.119 -2.433 1.40
F 0.783 -1.267 -1.706 -0.31
F -0.453 0.609 -2.180 -0.33
F 1.332 1.446 -3.210 -0.27
F 2.504 -0.345 -2.750 -0.28
F 0.559 -0.541 -3.755 -0.27
P -2.062 -2.730 2.143 0.12
S -0.303 -3.466 2.395 -0.20
H 0.208 -0.786 1.086 0.57
H -0.979 -0.653 -0.221 0.50
H -1.359 1.783 0.333 0.42
H -0.367 1.656 1.742 0.68
H -2.738 -3.182 0.986 0.20
H -2.846 -2.930 3.301 0.20
```


| no. | electronic energy (eV) |
| --- | --- |
| 1 | -122027.487 |
| 2 | -384603.746 |
| 3 | -73203.779 |